1.
{
  "formula": "C40H41GeI2NOPtTe",
  "method": "ωB97M-V/def2-TZVPD",
  "symbols": ["Pt", "C", "C", "C", "C", "C", "C", "C", "C", "H", "H", "H", "H", "H", "I", "I", "Ge", "C", "C", "C", "C", "C", "C", "C", "C", "C", "C", "C", "C", "H", "H", "H", "H", "H", "H", "H", "H", "H", "H", "H", "C", "C", "O", "N", "Te", "C", "C", "C", "C", "C", "C", "C", "C", "C", "C", "C", "C", "C", "C", "C", "C", "C", "C", "H", "H", "H", "H", "H", "H", "H", "H", "H", "H", "H", "H", "H", "H", "H", "H", "H", "H", "H", "H", "H", "H", "H", "H", "H"],
  "xyz": [[1.3075, -0.9787, -0.5216], [0.7563, -0.8884, -2.3490], [0.5069, -0.6879, -3.5504], [0.2617, -0.5050, -4.8944], [1.3594, -0.4902, -5.8168], [1.1212, -0.2971, -7.1465], [-0.2016, -0.1182, -7.5929], [-1.2965, -0.1383, -6.7063], [-1.0770, -0.3273, -5.3734], [2.3627, -0.6351, -5.4398], [1.9352, -0.2825, -7.8575], [-0.3836, 0.0393, -8.6491], [-2.2986, -0.0034, -7.0883], [-1.8961, -0.3454, -4.6676], [2.5418, -0.9486, 1.9028], [1.5269, -2.4407, 3.8507], [0.4032, -3.3072, -1.8488], [1.7899, -3.8936, -0.7117], [1.5372, -4.1946, 0.6380], [2.4799, -4.9081, 1.3569], [3.6780, -5.2712, 0.7550], [3.9530, -4.9317, -0.5692], [3.0210, -4.2314, -1.3052], [-1.4457, -3.5498, -1.4913], [-1.8327, -4.6064, -0.6611], [-3.1799, -4.8975, -0.5072], [-4.1360, -4.1338, -1.1620], [-3.7528, -3.0813, -1.9870], [-2.4110, -2.7888, -2.1517], [0.7866, -3.5117, -3.3107], [0.5992, -3.9069, 1.0992], [2.2855, -5.1872, 2.3829], [4.4130, -5.8257, 1.3241], [4.8904, -5.2262, -1.0210], [3.2265, -3.9759, -2.3372], [-1.0980, -5.2239, -0.1588], [-3.4809, -5.7299, 0.1145], [-5.1859, -4.3643, -1.0379], [-4.5038, -2.5005, -2.5060], [-2.1137, -1.9754, -2.8038], [3.5865, 1.2958, -1.7679], [2.4333, 1.7555, -0.9400], [2.2822, 2.9412, -0.5952], [1.4624, 0.9548, -0.4592], [0.1256, 2.4283, 0.3144], [0.4283, 3.9158, 1.7972], [1.6087, 4.1825, 2.4977], [2.9034, 3.4297, 2.3493], [1.5619, 5.1718, 3.4733], [0.4019, 5.8900, 3.7469], [0.3781, 6.9696, 4.7877], [-0.7462, 5.5952, 3.0098], [-0.7653, 4.6270, 2.0174], [-2.0700, 4.4012, 1.2856], [-0.9811, 0.9937, 1.4004], [-1.9324, 0.2818, 0.6454], [-2.3630, 0.6439, -0.7571], [-2.6102, -0.7688, 1.2585], [-2.3950, -1.1071, 2.5873], [-3.1569, -2.2241, 3.2370], [-1.4684, -0.3649, 3.3117], [-0.7369, 0.6720, 2.7463], [0.2601, 1.3862, 3.6181], [4.5090, 1.6001, -1.2734], [3.5539, 1.8124, -2.7277], [3.5839, 0.2198, -1.9227], [2.8966, 2.7236, 1.5248], [3.1239, 2.8898, 3.2733], [3.7282, 4.1223, 2.1839], [2.4595, 5.3791, 4.0439], [1.3124, 7.0211, 5.3413], [-0.4419, 6.8122, 5.4893], [0.2038, 7.9384, 4.3159], [-1.6540, 6.1570, 3.1996], [-2.6093, 5.3431, 1.2068], [-2.7077, 3.7019, 1.8310], [-1.9543, 4.0319, 0.2647], [-1.6033, 1.1512, -1.3493], [-3.2373, 1.2975, -0.7192], [-2.6539, -0.2562, -1.2958], [-3.3454, -1.3215, 0.6830], [-3.6280, -2.8687, 2.4964], [-3.9425, -1.8225, 3.8796], [-2.5071, -2.8310, 3.8684], [-1.2959, -0.6110, 4.3534], [0.5422, 0.7517, 4.4581], [-0.1595, 2.3073, 4.0276], [1.1708, 1.6491, 3.0827]],
  "atomic_forces_ev_per_a": [[0.73, -1.62, 0.61], [-0.22, 0.31, -0.91], [0.10, -0.13, 0.66], [-0.04, 0.06, -0.22], [-0.02, 0.04, -0.01], [0.01, -0.02, 0.05], [-0.01, 0.01, -0.07], [0.00, -0.01, 0.06], [0.02, -0.05, -0.03], [0.00, 0.01, 0.01], [0.00, 0.00, -0.01], [0.00, -0.01, 0.00], [0.00, 0.01, -0.01], [0.01, 0.03, 0.01], [0.11, 0.13, -0.06], [-0.06, 0.06, 0.02], [-0.67, -0.44, -0.88], [-0.09, 0.96, 0.40], [0.04, -0.22, 0.13], [-0.13, 0.01, 0.03], [0.02, -0.02, 0.06], [0.01, 0.07, -0.19], [0.25, 0.01, 0.05], [0.03, 0.11, 0.27], [-0.01, 0.06, 0.06], [-0.01, -0.03, 0.01], [0.00, 0.00, 0.01], [-0.01, 0.02, 0.01], [0.01, -0.03, -0.11], [0.15, 0.17, 0.02], [-0.01, -0.02, -0.01], [0.01, -0.01, -0.01], [0.00, -0.02, 0.00], [0.00, -0.01, 0.01], [-0.02, -0.01, -0.01], [0.00, 0.00, 0.01], [-0.01, 0.01, 0.01], [0.00, -0.01, -0.01], [0.00, 0.00, 0.01], [0.00, -0.02, 0.00], [-0.05, -0.03, -0.04], [-0.17, -0.14, 0.11], [0.08, 0.29, -0.24], [-0.03, 0.59, 0.67], [-0.52, 0.40, -0.57], [0.43, -0.05, 0.16], [-0.14, -0.18, 0.01], [-0.04, -0.05, 0.11], [-0.20, 0.13, -0.05], [-0.03, -0.12, -0.09], [-0.11, 0.02, -0.04], [0.22, 0.14, 0.05], [0.04, -0.12, 0.01], [0.04, -0.07, 0.11], [0.28, -0.26, -0.19], [-0.08, 0.06, 0.11], [0.06, -0.05, 0.00], [0.03, 0.03, -0.05], [0.00, -0.01, -0.02], [0.00, 0.01, 0.00], [0.02, 0.03, -0.01], [-0.01, -0.02, 0.02], [0.01, -0.04, 0.03], [0.00, 0.00, 0.00], [0.00, 0.02, 0.01], [0.02, 0.01, 0.00], [-0.02, -0.04, 0.01], [0.01, 0.01, 0.01], [-0.01, 0.00, -0.06], [0.03, 0.03, -0.03], [0.00, -0.01, 0.01], [0.04, -0.02, 0.03], [0.05, 0.00, 0.00], [0.00, 0.01, -0.02], [-0.01, 0.00, 0.01], [0.01, -0.04, -0.03], [-0.02, 0.04, -0.03], [0.03, -0.02, -0.03], [0.02, 0.03, 0.00], [-0.05, 0.00, 0.02], [-0.01, -0.01, -0.01], [-0.01, 0.00, 0.00], [-0.01, 0.00, 0.00], [0.00, 0.00, 0.01], [-0.02, 0.02, 0.01], [-0.03, 0.01, 0.03], [0.02, 0.00, -0.02], [-0.03, 0.00, 0.02]],
  "multiplicity": 2,
  "total_charge": 3,
  "de_lowest_kj_mol": 82.46,
  "gap_ev": [4.7, 3.3],
  "e_lumo_ha": [-0.3841, -0.4382]
}

---

2.
{
  "formula": "C40H41GeN2O6Pt",
  "method": "ωB97M-V/def2-TZVPD",
  "symbols": ["Pt", "O", "C", "O", "C", "C", "C", "C", "C", "N", "C", "O", "O", "H", "H", "H", "H", "C", "C", "C", "C", "C", "C", "C", "C", "N", "C", "C", "C", "C", "H", "H", "H", "H", "H", "H", "H", "H", "H", "H", "H", "H", "H", "H", "H", "H", "H", "H", "O", "C", "O", "C", "C", "Ge", "C", "C", "C", "C", "C", "C", "C", "C", "C", "C", "C", "C", "C", "C", "C", "C", "C", "C", "H", "H", "H", "H", "H", "H", "H", "H", "H", "H", "H", "H", "H", "H", "H", "H", "H", "H", "H"],
  "xyz": [[-0.8522, 3.3889, -0.7288], [-1.6530, 1.6950, -4.3482], [-1.6559, 2.2445, -3.1184], [-0.5683, 2.7959, -2.6932], [-2.8240, 2.1894, -2.3408], [-4.1117, 1.6608, -2.6168], [-5.0854, 1.7695, -1.6608], [-4.8372, 2.3903, -0.4036], [-3.5642, 2.8504, -0.1699], [-2.6310, 2.7250, -1.0991], [-3.0354, 3.5472, 1.0772], [-3.7589, 3.7636, 2.0242], [-1.7622, 3.8614, 1.0313], [-0.7433, 1.3948, -4.4984], [-4.2952, 1.1848, -3.5693], [-6.0711, 1.3707, -1.8633], [-5.5932, 2.4910, 0.3580], [1.6034, -0.0837, 2.0795], [2.1831, 1.2028, 1.5683], [3.4998, 1.5578, 1.8492], [4.0466, 2.7496, 1.3768], [5.4776, 3.1141, 1.6772], [3.2593, 3.6083, 0.6359], [1.9041, 3.3018, 0.3540], [1.4050, 2.0606, 0.8179], [1.0127, 4.0820, -0.3335], [1.3383, 5.4382, -0.8324], [1.7335, 6.3762, 0.3214], [2.3716, 5.3468, -1.9700], [0.0776, 6.0447, -1.4538], [2.3824, -0.8275, 2.2472], [0.8894, -0.4902, 1.3660], [1.0761, 0.0769, 3.0223], [4.1174, 0.8806, 2.4288], [6.0179, 2.2676, 2.0985], [5.5292, 3.9344, 2.3957], [6.0003, 3.4340, 0.7751], [3.7202, 4.5070, 0.2734], [0.3903, 1.7754, 0.5564], [2.6165, 6.0760, 0.8721], [0.9065, 6.4351, 1.0290], [1.9066, 7.3728, -0.0862], [3.3646, 5.0468, -1.6577], [2.4471, 6.3219, -2.4525], [2.0206, 4.6254, -2.7081], [-0.7385, 6.0920, -0.7331], [-0.2563, 5.4747, -2.3212], [0.3219, 7.0577, -1.7745], [-0.6685, -0.3333, -2.4788], [-1.2226, -0.3761, -1.3595], [-0.9899, 0.3764, -0.3936], [-2.3221, -1.4378, -1.2198], [-1.7881, -2.8388, -1.5214], [-0.7299, -3.6432, -0.0949], [-1.5808, -3.3177, 1.6393], [-2.1147, -4.3278, 2.4375], [-2.7255, -4.0327, 3.6500], [-2.8236, -2.7170, 4.0758], [-2.3199, -1.6976, 3.2805], [-1.7037, -1.9942, 2.0731], [1.1213, -3.0120, -0.0186], [2.0271, -3.6283, 0.8469], [3.3422, -3.1991, 0.9329], [3.7663, -2.1188, 0.1707], [2.8750, -1.4886, -0.6827], [1.5628, -1.9364, -0.7886], [-0.6483, -5.5819, -0.4166], [-1.0355, -6.1043, -1.6496], [-0.9489, -7.4639, -1.9185], [-0.4695, -8.3333, -0.9515], [-0.0734, -7.8348, 0.2812], [-0.1621, -6.4748, 0.5413], [-3.0757, -1.1828, -1.9704], [-2.7943, -1.3774, -0.2391], [-1.1888, -2.7882, -2.4335], [-2.6091, -3.5385, -1.7073], [-2.0710, -5.3595, 2.1101], [-3.1338, -4.8319, 4.2566], [-3.3035, -2.4855, 5.0184], [-2.4179, -0.6646, 3.5885], [-1.3524, -1.1782, 1.4497], [1.7073, -4.4594, 1.4638], [4.0317, -3.6948, 1.6053], [4.7871, -1.7651, 0.2512], [3.1918, -0.6344, -1.2664], [0.8861, -1.4142, -1.4548], [-1.4114, -5.4392, -2.4173], [-1.2532, -7.8441, -2.8854], [-0.4023, -9.3940, -1.1574], [0.3029, -8.5070, 1.0421], [0.1560, -6.1080, 1.5092]],
  "atomic_forces_ev_per_a": [[-0.32, -0.09, 0.01], [0.08, 0.24, 0.09], [0.05, -0.25, -0.12], [-0.07, -0.06, 0.07], [0.04, -0.02, -0.01], [0.03, 0.00, 0.00], [0.03, 0.04, 0.10], [-0.03, -0.10, -0.09], [0.05, 0.07, -0.01], [0.00, 0.35, -0.18], [0.13, -0.25, 0.01], [-0.14, 0.09, 0.10], [0.09, 0.05, 0.00], [-0.10, -0.09, 0.09], [-0.02, -0.01, -0.01], [-0.02, -0.01, -0.01], [-0.04, 0.00, 0.03], [-0.02, -0.06, 0.04], [-0.01, -0.11, 0.08], [-0.02, -0.04, -0.03], [-0.03, 0.04, -0.03], [-0.02, 0.00, -0.01], [-0.07, 0.01, -0.01], [-0.14, -0.07, -0.05], [0.00, 0.08, 0.02], [0.09, 0.07, 0.02], [0.06, -0.02, -0.01], [0.00, -0.06, -0.11], [-0.06, 0.04, 0.10], [0.01, 0.14, -0.06], [-0.02, 0.00, 0.02], [-0.04, 0.07, 0.02], [-0.02, 0.03, 0.02], [0.03, -0.02, 0.02], [0.01, -0.02, 0.01], [0.01, 0.01, 0.02], [0.01, 0.01, -0.02], [0.01, 0.21, -0.10], [0.05, -0.12, 0.04], [0.11, -0.08, 0.00], [-0.04, 0.00, 0.01], [0.00, 0.04, 0.01], [0.12, -0.05, 0.14], [0.02, 0.02, -0.02], [-0.04, -0.01, -0.03], [0.03, 0.03, -0.01], [0.03, 0.03, 0.01], [-0.02, 0.11, -0.06], [0.30, -0.17, -0.41], [-0.28, 0.18, -0.36], [0.08, -0.11, 0.76], [-0.09, -0.04, -0.04], [-0.04, -0.04, -0.06], [0.03, -0.05, 0.02], [-0.03, 0.02, -0.01], [0.01, 0.01, -0.02], [-0.02, -0.01, 0.01], [0.00, -0.01, 0.02], [0.00, 0.03, -0.02], [0.00, -0.03, 0.02], [0.02, 0.07, 0.04], [-0.02, 0.00, -0.06], [0.01, 0.03, 0.05], [0.03, 0.00, -0.04], [0.01, -0.04, -0.04], [0.05, -0.04, 0.03], [0.03, -0.04, 0.07], [-0.02, 0.01, 0.01], [0.01, 0.00, -0.01], [0.01, -0.03, 0.00], [-0.01, 0.00, 0.02], [0.00, -0.01, -0.07], [-0.05, 0.01, 0.02], [-0.01, -0.01, -0.02], [0.00, -0.01, -0.01], [-0.03, 0.02, 0.02], [0.03, -0.03, -0.01], [0.00, -0.02, 0.01], [-0.01, 0.01, 0.02], [0.00, 0.03, 0.01], [0.10, 0.06, 0.01], [0.00, -0.03, 0.04], [0.01, -0.01, 0.02], [0.02, 0.01, -0.01], [0.01, 0.05, -0.03], [0.04, -0.01, -0.08], [-0.01, 0.01, -0.03], [-0.01, 0.00, -0.02], [0.00, -0.02, 0.00], [0.02, -0.01, 0.02], [-0.02, 0.01, 0.06]],
  "multiplicity": 3,
  "total_charge": -1,
  "de_lowest_kj_mol": 11.37,
  "gap_ev": [5.6, 6.1],
  "e_lumo_ha": [0.0861, 0.0264]
}